No. 1
{
  "formula": "C23H44InN7OSe2",
  "method": "ωB97M-V with the def2-TZVPD basis set",
  "orbital_gap_ev": 8.6,
  "total_charge": 2,
  "elements": ["In", "Se", "Se", "O", "N", "N", "N", "N", "N", "N", "N", "C", "C", "C", "C", "C", "C", "C", "C", "C", "C", "C", "C", "C", "C", "C", "C", "C", "C", "C", "C", "C", "C", "C", "H", "H", "H", "H", "H", "H", "H", "H", "H", "H", "H", "H", "H", "H", "H", "H", "H", "H", "H", "H", "H", "H", "H", "H", "H", "H", "H", "H", "H", "H", "H", "H", "H", "H", "H", "H", "H", "H", "H", "H", "H", "H", "H", "H"],
  "positions_angstrom": [[-0.4061, 0.2249, -0.6898], [-3.7114, 1.2017, 0.6036], [-2.2520, -2.1010, -0.2153], [0.6392, 2.2446, -1.2573], [-0.6676, 1.6097, 2.6214], [1.3412, -0.9858, -1.1391], [1.1129, -1.4943, -3.3818], [0.2218, -0.3539, 3.4393], [0.6096, 0.2881, 1.2049], [0.4123, 4.0411, -2.5858], [3.0441, -0.4325, -2.6907], [4.0276, -0.9348, 2.0996], [1.8431, -0.9561, -2.3874], [-2.5170, -3.0029, 1.4827], [0.5918, -1.7474, 3.2385], [0.0420, 0.4898, 2.4074], [-0.5082, 2.7877, 1.7718], [-0.0339, 2.8931, -2.0837], [0.0652, -2.4745, -3.1055], [1.1815, -1.0145, -4.7610], [-1.7710, 1.6839, 3.5799], [1.8888, -0.3481, 1.1329], [3.6517, 0.6374, -1.9017], [-4.0882, -1.4672, -0.4261], [-1.4047, 2.4088, -2.5141], [4.3133, -1.7249, 0.9914], [0.3812, 0.1193, 4.8166], [3.4191, -1.7670, -0.0637], [-1.5580, 0.8982, -2.3913], [2.2334, -1.0357, -0.0307], [3.9187, -1.0311, -3.7015], [2.8235, -0.2553, 2.1636], [-4.5858, -0.5410, 0.6635], [-4.8898, 2.0703, 1.8830], [-0.0061, -2.3653, 3.9087], [-1.9771, 0.7080, 4.0069], [3.6462, -2.3627, -0.9419], [4.8827, -1.2472, -3.2382], [-4.1304, -1.0116, -1.4133], [-0.8913, -2.0038, -2.8833], [4.4271, 0.2549, -1.2361], [5.2335, -2.2936, 0.9430], [-2.1257, 2.9135, -1.8636], [-3.3771, -3.6575, 1.3686], [-0.3803, -0.3006, 5.4750], [-2.6727, -2.2940, 2.2901], [-0.1288, 4.5705, -3.2480], [1.3600, -0.1983, 5.1797], [2.5989, 0.3557, 3.0316], [0.3422, -3.1083, -2.2689], [-4.4372, -0.9670, 1.6531], [-4.5098, 3.0782, 2.0264], [0.1709, -0.7996, -5.1108], [-0.5855, 3.6781, 2.3946], [-1.6039, 2.7580, -3.5288], [0.4033, -2.0404, 2.2127], [2.8995, 1.1544, -1.3170], [-1.1306, 0.3730, -3.2489], [-5.8952, 2.1176, 1.4757], [-4.6920, -2.3716, -0.4518], [0.3338, 1.2021, 4.8584], [-0.0652, -3.0914, -3.9919], [1.2927, 4.4181, -2.2735], [1.7674, -0.1032, -4.8161], [4.0873, -0.3569, -4.5422], [-1.5416, 2.3853, 4.3821], [-2.5974, 0.6106, -2.2786], [-4.8871, 1.5372, 2.8310], [-1.2967, 2.8357, 1.0172], [4.7364, -0.8528, 2.9142], [-2.6589, 2.0283, 3.0565], [1.6471, -1.9139, 3.4567], [-5.6512, -0.3636, 0.5266], [3.4980, -1.9631, -4.0673], [4.1057, 1.3486, -2.5922], [1.6176, -1.7619, -5.4237], [0.4585, 2.7753, 1.2827], [-1.6356, -3.6051, 1.6713]],
  "forces_ev_per_angstrom": [[0.22, 0.02, 0.09], [-0.03, -0.10, -0.16], [0.01, -0.02, -0.05], [-0.04, 0.12, -0.13], [-0.22, 0.05, -0.17], [-0.01, 0.14, 0.05], [-0.18, 0.03, 0.00], [-0.06, -0.14, 0.15], [-0.15, -0.15, -0.19], [-0.07, -0.12, 0.05], [0.11, 0.11, -0.08], [0.05, 0.02, -0.08], [0.14, -0.29, 0.09], [0.06, 0.07, 0.02], [-0.21, -0.09, 0.20], [0.41, 0.30, 0.18], [-0.04, -0.12, 0.16], [0.08, -0.08, 0.11], [0.16, 0.03, -0.08], [-0.06, -0.03, 0.06], [0.18, 0.08, -0.05], [-0.11, 0.22, 0.09], [0.07, -0.05, -0.15], [0.04, 0.01, 0.07], [0.05, -0.05, -0.12], [-0.03, -0.01, 0.07], [-0.01, -0.07, -0.06], [0.01, -0.07, -0.03], [0.09, -0.05, 0.37], [-0.06, -0.07, -0.21], [-0.01, 0.06, 0.09], [0.10, 0.13, -0.03], [0.05, 0.06, -0.09], [0.01, 0.02, -0.05], [-0.05, 0.00, 0.01], [-0.01, -0.04, -0.04], [-0.01, 0.03, 0.06], [0.00, 0.01, 0.02], [-0.06, 0.05, -0.02], [-0.12, 0.09, -0.01], [0.00, 0.00, -0.03], [-0.05, 0.03, 0.01], [-0.02, 0.01, 0.02], [-0.02, -0.01, 0.02], [0.00, 0.00, -0.03], [0.03, 0.01, 0.02], [-0.03, 0.00, -0.01], [0.02, -0.03, 0.00], [0.05, -0.04, -0.07], [0.05, 0.02, 0.05], [-0.04, -0.04, 0.03], [-0.05, 0.05, 0.02], [-0.02, -0.01, 0.01], [0.00, 0.00, 0.05], [-0.04, 0.02, -0.02], [-0.06, -0.07, -0.08], [-0.08, 0.03, 0.03], [-0.06, 0.06, 0.00], [-0.01, 0.01, -0.01], [-0.04, -0.06, -0.03], [0.04, -0.01, -0.01], [0.03, -0.04, -0.02], [0.04, -0.01, 0.02], [0.01, 0.03, 0.02], [-0.01, 0.01, 0.01], [0.01, 0.01, 0.04], [-0.09, 0.04, -0.13], [0.01, -0.01, -0.02], [-0.04, 0.00, -0.06], [-0.04, -0.01, -0.05], [0.05, 0.02, 0.03], [-0.05, -0.02, 0.04], [-0.04, -0.01, -0.03], [0.00, 0.01, 0.03], [-0.01, 0.00, -0.03], [0.01, -0.01, -0.01], [0.06, -0.03, -0.03], [0.08, -0.04, 0.04]]
}



No. 2
{
  "formula": "C5H9NO",
  "method": "ωB97M-V with the def2-TZVPD basis set",
  "orbital_gap_ev": 9.0,
  "total_charge": 0,
  "de_lowest_ev": 3.6206,
  "smiles": "N[C@@H]1[C@@H]2CC[C@]12O",
  "elements": ["O", "N", "C", "C", "C", "C", "C", "H", "H", "H", "H", "H", "H", "H", "H", "H"],
  "positions_angstrom": [[-1.3764, -1.5726, 0.4277], [1.3661, -0.1085, 1.6954], [0.9545, -0.6803, 0.4749], [-0.4053, 1.0653, -1.3272], [-0.4477, -0.6055, 0.0822], [-0.9604, 0.8558, 0.0953], [0.2511, -0.2847, -1.1834], [0.6549, 0.4609, 2.1233], [2.2652, 0.3617, 1.7006], [0.2483, 1.9313, -1.4744], [-1.0547, -2.4397, 0.1528], [0.7315, -0.8881, -1.9337], [-2.0434, 0.9044, 0.1792], [-0.5157, 1.5042, 0.8465], [-1.1873, 1.0791, -2.0864], [1.5191, -1.5830, 0.2274]],
  "forces_ev_per_angstrom": [[-0.84, -0.54, -0.17], [0.62, 0.58, -0.47], [-0.57, -0.06, -0.99], [0.57, 0.23, 0.16], [0.46, -0.29, 0.38], [-0.60, -0.15, 0.22], [1.13, 0.38, 0.89], [0.03, 0.12, 0.06], [-0.18, -0.07, 0.01], [-0.09, -0.10, -0.01], [0.03, 0.15, 0.09], [-0.02, -0.32, -0.07], [-0.03, 0.00, -0.01], [-0.03, 0.00, 0.05], [-0.04, -0.02, -0.03], [-0.43, 0.08, -0.10]]
}



No. 3
{
  "formula": "H3IO3P",
  "method": "ωB97M-V with the def2-TZVPD basis set",
  "orbital_gap_ev": 8.9,
  "total_charge": 1,
  "de_lowest_ev": 2.2135,
  "elements": ["I", "P", "O", "O", "O", "H", "H", "H"],
  "positions_angstrom": [[-2.6766, 1.5901, -0.2988], [-1.2303, -0.0164, -1.5295], [-1.6547, -0.6092, -2.7632], [0.0297, -0.3048, -0.8043], [1.4306, -0.1211, 1.4250], [2.3446, -0.6674, 1.5366], [0.3880, -0.2516, 0.2026], [1.3687, 0.3805, 2.2316]],
  "forces_ev_per_angstrom": [[1.12, -1.24, -1.04], [-2.21, 1.64, 1.19], [0.12, -0.06, -0.30], [1.40, -0.50, 1.55], [2.89, -2.32, -0.50], [-3.31, 1.83, -0.61], [0.23, 0.23, -0.82], [-0.24, 0.42, 0.53]]
}



No. 4
{
  "formula": "C20H30Cl2GdN3O3S",
  "method": "ωB97M-V with the def2-TZVPD basis set",
  "s_squared": 16.741,
  "multiplicity": 8,
  "orbital_gap_ev": [4.6, 6.8],
  "total_charge": 0,
  "de_lowest_ev": 2.0431,
  "elements": ["Gd", "Cl", "Cl", "S", "O", "O", "O", "N", "N", "N", "C", "C", "C", "C", "C", "C", "C", "C", "C", "C", "C", "C", "C", "C", "C", "C", "C", "C", "C", "C", "H", "H", "H", "H", "H", "H", "H", "H", "H", "H", "H", "H", "H", "H", "H", "H", "H", "H", "H", "H", "H", "H", "H", "H", "H", "H", "H", "H", "H", "H"],
  "positions_angstrom": [[0.8776, -0.6454, 0.1655], [2.1397, 1.5193, 0.9561], [0.3778, -1.9428, -2.0900], [0.2601, -0.6745, 5.5290], [-0.0970, -2.3968, 1.3672], [3.0137, -1.6991, -0.0975], [-0.4208, 0.7673, -0.7550], [0.4109, 0.0212, 3.0211], [-1.0690, -4.4299, 1.1260], [4.3833, 0.0894, -0.4770], [0.0806, 2.5879, -5.3427], [-1.1631, 1.9588, -5.2495], [-3.1942, 1.0386, 0.8248], [5.2735, 1.0704, 0.1330], [-1.1961, -5.6506, 0.3386], [4.0271, -0.9991, 0.2021], [-3.4280, 1.8859, -0.1569], [0.7793, 1.1456, 3.7759], [-1.2955, 1.1351, -1.6035], [-0.1412, -3.5521, 0.8372], [-0.8944, 1.8200, -2.8223], [0.8031, 0.9526, 5.1468], [0.7761, 2.9418, -4.1871], [3.6098, 0.5212, -1.6468], [-1.6656, 1.6129, -3.9982], [0.0719, -0.9705, 3.8244], [-1.9024, -4.3075, 2.3274], [-3.7235, 1.0699, 2.2743], [-3.3212, 3.3067, -0.4306], [0.2543, 2.6494, -2.9252], [-0.7767, -6.5106, 0.8859], [-4.4761, 1.8718, 2.3762], [0.5846, -3.8134, 0.0446], [-2.4770, 0.2343, 0.6664], [5.8167, 0.5852, 0.9479], [5.9734, 1.4316, -0.6169], [1.7468, 3.4468, -4.2642], [-0.6406, -5.5093, -0.5984], [-3.9573, 3.9735, 0.1857], [-4.1779, 0.1055, 2.5519], [-1.7173, 1.7123, -6.1547], [-2.2544, -5.8471, 0.1220], [4.7144, 1.9088, 0.5426], [-2.6576, 1.1536, -3.9072], [0.7211, 3.0292, -2.0145], [-2.2513, 3.5432, -0.2305], [-2.9428, -4.4819, 2.0507], [1.0577, 2.0494, 3.2611], [4.2970, 0.9146, -2.4013], [2.9065, 1.3261, -1.3623], [-0.2926, -1.9291, 3.4797], [3.0289, -0.3185, -2.0531], [-1.6071, -5.0695, 3.0542], [-2.3096, 0.7054, -1.5291], [-2.9127, 1.2699, 2.9897], [1.1068, 1.6877, 5.8755], [4.6343, -1.2587, 1.1021], [0.5013, 2.7993, -6.3204], [-3.4813, 3.4830, -1.5030], [-1.7840, -3.3189, 2.7522]],
  "forces_ev_per_angstrom": [[-0.02, 0.33, 0.01], [0.19, 0.56, 0.32], [0.05, -0.41, -0.03], [0.30, 1.09, -1.05], [0.01, -1.96, -0.27], [1.46, 0.63, 0.58], [-0.25, 1.06, 0.97], [-0.62, -0.42, 1.38], [-0.30, -0.70, 0.49], [-0.06, -0.31, 0.22], [0.07, -0.19, 0.01], [-0.05, 0.10, 0.40], [-0.61, 0.09, 0.65], [0.27, -0.40, -0.10], [0.37, -0.23, 0.03], [-1.09, -0.19, -0.23], [1.29, -0.62, 1.46], [-0.05, -1.35, 1.08], [-0.42, -0.62, -1.01], [0.22, 1.97, -0.16], [-0.53, 0.64, -0.49], [-0.40, -0.48, -1.52], [-0.04, 0.23, 0.28], [-0.25, 0.19, -0.04], [0.15, -0.01, 0.13], [0.48, 0.99, 0.18], [0.00, -0.20, -0.50], [-0.18, 0.49, -0.55], [0.02, 0.70, -0.52], [-0.09, -0.73, -0.11], [-0.19, 0.22, -0.18], [0.26, -0.42, 0.08], [-0.44, -0.01, 0.21], [-0.26, -0.41, -0.34], [0.03, 0.12, -0.13], [0.13, -0.01, -0.01], [-0.50, -0.03, 0.01], [-0.28, -0.16, 0.25], [0.13, -0.21, -0.28], [0.09, 0.32, -0.14], [0.06, 0.12, 0.24], [0.32, 0.14, 0.01], [-0.19, -0.05, -0.07], [0.51, -0.08, -0.05], [0.12, -0.42, -0.22], [-0.70, 0.11, -0.10], [0.01, 0.12, 0.07], [0.04, -0.03, -0.04], [-0.04, -0.19, 0.06], [0.43, -0.37, -0.10], [0.19, 0.22, -0.03], [0.33, 0.19, 0.06], [0.02, 0.07, -0.05], [0.63, 0.04, -0.44], [-0.06, -0.07, -0.23], [-0.12, -0.20, 0.13], [-0.21, 0.26, -0.68], [-0.01, 0.02, 0.11], [-0.16, 0.37, 0.30], [-0.07, 0.05, -0.03]]
}



No. 5
{
  "formula": "C5H8Br2N2O2",
  "method": "ωB97M-V with the def2-TZVPD basis set",
  "orbital_gap_ev": 9.2,
  "total_charge": 0,
  "de_lowest_ev": 2.2467,
  "smiles": "CC(C)(C(=O)NBr)N(Br)C=O",
  "elements": ["Br", "Br", "O", "O", "N", "N", "C", "C", "C", "C", "C", "H", "H", "H", "H", "H", "H", "H", "H"],
  "positions_angstrom": [[-3.7424, -0.3542, 0.9291], [2.0421, -1.8239, 0.8946], [-1.8423, 1.4535, -0.4481], [-0.5915, -1.4959, -1.9826], [-1.9863, -0.4715, 0.6132], [0.6444, -1.0497, -0.0559], [0.8261, 0.8345, 1.5050], [0.2500, 0.3504, 0.1440], [-1.2865, 0.5263, 0.0558], [0.2142, -1.8246, -1.1429], [0.7307, 1.1152, -1.0999], [0.5538, 0.2625, 2.2993], [1.5965, 0.8125, -1.6415], [1.0065, 2.1622, -0.7898], [1.9249, 0.5412, 1.4743], [-0.0664, 1.1244, -1.9419], [-1.5193, -1.3991, 0.7570], [0.5857, 1.9668, 1.5412], [0.6597, -2.7307, -1.1112]],
  "forces_ev_per_angstrom": [[-1.03, -0.03, 0.00], [-0.01, -0.25, -0.11], [0.06, 1.60, -0.22], [0.27, 0.31, 0.60], [1.68, -2.66, 1.02], [-0.99, -1.22, -0.45], [1.68, 2.54, -3.59], [0.76, 0.06, -1.10], [-0.19, -0.94, 0.32], [-1.24, 3.26, 0.25], [-0.92, 2.47, -0.94], [-1.80, -1.27, 2.38], [1.01, -1.08, 0.31], [-0.75, -0.73, -0.48], [-1.06, 1.54, -0.19], [1.17, 0.26, 1.79], [-0.91, 1.48, 0.03], [0.70, -1.99, 0.48], [1.56, -3.35, -0.10]]
}



No. 6
{
  "formula": "H22O11",
  "method": "ωB97M-V with the def2-TZVPD basis set",
  "orbital_gap_ev": 10.3,
  "total_charge": 0,
  "de_lowest_ev": 2.1337,
  "smiles": "O.O.O.O.O.O.O.O.O.O.O",
  "elements": ["O", "O", "O", "O", "O", "O", "O", "O", "O", "O", "O", "H", "H", "H", "H", "H", "H", "H", "H", "H", "H", "H", "H", "H", "H", "H", "H", "H", "H", "H", "H", "H", "H"],
  "positions_angstrom": [[1.0013, 0.0040, -3.1968], [0.4473, 0.2810, -0.2138], [0.1483, -0.1010, 2.3012], [-0.4557, -2.9010, 1.7732], [2.9053, 0.4530, 2.9062], [-2.4257, 0.2820, 1.2122], [-1.3077, -1.7690, -0.6418], [-1.5937, -1.4480, -3.7018], [3.0873, 0.2660, -0.1648], [-0.6387, 2.9250, -1.2148], [-0.8037, 2.5610, 1.7292], [-0.0747, 2.8620, 1.1582], [-1.5097, 0.6110, 1.2352], [-1.7747, -1.5090, -2.7458], [-0.7807, -2.2460, 1.1732], [0.0293, -0.4370, -0.6268], [2.8833, 0.0630, 3.7882], [-0.2907, 2.0710, -0.9708], [-2.4207, -1.2880, -4.1338], [-0.3007, 2.4430, 2.5122], [0.8563, 0.1520, 2.8562], [-2.9327, 0.7440, 0.5632], [0.1853, 0.4870, -3.2338], [1.3653, 0.1080, -0.1828], [2.8163, 1.1090, -0.4308], [0.4163, 0.0360, 1.3882], [-1.8127, -1.0640, -0.2578], [-1.0347, -3.6280, 1.6582], [-2.0077, -2.4280, -0.6208], [2.7463, -0.3380, 2.3602], [-0.8287, 2.8400, -2.1498], [0.8803, -0.9330, -3.1608], [3.2243, -0.2070, -0.9688]],
  "forces_ev_per_angstrom": [[1.74, 0.96, 0.21], [-1.40, 2.33, 0.36], [-1.44, -0.75, 0.21], [1.12, 0.04, 0.86], [-0.19, -0.78, 0.05], [0.36, -1.55, 0.05], [-0.41, -0.71, -0.90], [0.69, -0.10, 0.84], [0.47, -1.59, 1.50], [-0.18, 0.44, -0.14], [0.42, 0.78, -1.40], [-0.75, 0.10, -0.31], [-0.47, 0.55, 0.28], [0.08, 0.01, -0.45], [-0.09, 0.75, -0.36], [-0.67, -1.69, -1.04], [0.18, 0.26, 0.19], [0.30, -0.76, 0.33], [-0.73, 0.10, -0.30], [0.26, -0.58, 1.64], [1.13, 0.52, 0.73], [-0.18, 0.98, -0.47], [-0.74, -0.45, -0.12], [2.00, -0.55, -0.18], [-0.30, 2.33, -0.66], [0.12, 0.19, -0.06], [-0.50, 1.64, 1.04], [-0.79, -1.20, -0.06], [0.25, -0.76, -0.23], [0.26, 0.49, -0.14], [-0.04, 0.19, -0.21], [-0.86, -0.61, -0.21], [0.34, -0.59, -1.04]]
}